(1)
9
Properties=species:S:1:pos:R:3 method="wB97M-V/def2-TZVPD" multiplicity=1 homo_lumo_gap_ev="8.3 / 7.4"
C -0.2401 -0.1932 0.6330
C -1.0546 0.7127 -0.3667
C 1.0868 -0.3110 0.0216
I -2.4840 -0.4466 -1.5251
I 2.6940 0.7244 0.7624
H -0.2021 0.2533 1.6438
H -0.6757 -1.3207 0.7838
H -0.2588 1.2080 -0.9463
H 1.1346 -0.6269 -1.0066



(2)
16
Properties=species:S:1:pos:R:3 method="wB97M-V/def2-TZVPD" multiplicity=1 homo_lumo_gap_ev="5.0 / 5.0"
C -1.8679 1.9621 0.3771
C -0.2702 0.1891 1.2565
C -0.3270 0.4598 -0.9251
C -0.5877 1.4304 0.3469
N -2.8893 2.4572 0.4362
N 0.6989 -3.0456 -1.1037
N -0.3012 -0.6423 0.0338
O 0.9219 -2.4052 1.2924
S 0.8826 -1.9146 -0.1020
I 3.3996 1.0135 -0.1306
H 0.7240 0.2319 1.5620
H -0.9325 -0.1809 2.0454
H -1.0440 0.4042 -1.8198
H 0.6900 0.5720 -1.4110
H 0.1973 2.2220 0.2898
H 0.7056 -2.7537 -2.1479



(3)
31
Properties=species:S:1:pos:R:3 method="wB97M-V/def2-TZVPD" smiles=c1ccc2c(c1)CC[C@H]1NCCC[C@@H]21 multiplicity=1 homo_lumo_gap_ev=8.8
C -0.4374 0.7899 3.0332
C -1.7598 0.0562 2.7503
C -0.8641 -1.0676 0.7128
C 0.4743 -1.8990 0.7882
C 0.9851 -1.8602 -0.6326
C 0.8018 -0.5466 -1.4621
C 1.4606 -0.3375 -2.5625
C 1.2625 0.8462 -3.2916
C 0.6195 1.9520 -2.6840
C -0.0164 1.7036 -1.4500
C 0.0081 0.4701 -0.8714
C -0.5436 0.4340 0.5185
C 0.3126 0.9619 1.6482
H -0.4411 1.7271 3.6518
H 0.3470 0.2724 3.6768
H -2.6095 0.7107 2.4599
H -2.4044 -0.3410 3.4739
H -2.6990 -1.4663 1.6495
H -1.5073 -1.5159 0.0041
H 0.1315 -2.8778 1.0985
H 1.1573 -1.4989 1.5214
H 2.0892 -2.2273 -0.6478
H 0.5323 -2.5675 -1.3424
H 1.9624 -1.1524 -2.9606
H 1.7304 1.1229 -4.2667
H 0.5700 2.8843 -3.3146
H -0.5778 2.3980 -0.9865
H -1.4374 0.9418 0.5213
H 0.5104 2.0074 1.6146
H 1.3520 0.4163 1.6032
N -1.7894 -1.1217 1.8946



(4)
11
Properties=species:S:1:pos:R:3 method="wB97M-V/def2-TZVPD" smiles=C#C[C@H](C)O multiplicity=1 homo_lumo_gap_ev=10.9
C 1.0229 1.1756 -0.1318
C 0.3972 -0.0696 0.4297
C -1.0324 -0.0750 0.1070
C -2.2181 0.0233 -0.1261
H 2.0977 1.2751 0.2237
H 1.0664 1.0679 -1.2492
H 0.4272 2.1173 0.0358
H 0.5178 -0.0861 1.4895
H 1.9975 -1.0404 -0.1150
H -3.2998 -0.0168 -0.2725
O 1.0219 -1.2054 -0.2232



(5)
33
Properties=species:S:1:pos:R:3 method="wB97M-V/def2-TZVPD" multiplicity=1 homo_lumo_gap_ev=4.8
O 4.3103 -1.9770 0.3796
S 4.5449 -1.3015 -0.8769
O 5.8057 -1.7381 -1.4491
C 4.6995 0.5155 -0.6462
N 4.0293 1.0016 0.5399
C 2.7178 0.7743 0.6780
N 1.8990 0.1549 -0.1404
C 0.6377 0.1113 0.4122
C -0.5540 -0.5410 -0.1940
C -1.9094 0.1730 0.0738
C -3.0075 -0.1590 -1.0042
C -4.2313 -0.8936 -0.3637
S -5.2041 0.1314 0.7682
O -6.0756 -0.7819 1.4705
O -4.4009 0.8587 1.7231
Cl -6.3768 1.4773 -0.2473
N 0.7954 0.7377 1.5837
I -0.5882 1.0601 3.0571
N 2.0476 1.1839 1.8093
H 3.5854 -1.5528 -1.8385
H 4.3936 1.0055 -1.5899
H 5.7819 0.7011 -0.5082
H 4.4977 1.4788 1.2973
H -0.3761 -0.5319 -1.3666
H -0.5732 -1.6113 0.1002
H -2.3046 -0.2412 1.0269
H -1.8313 1.2616 0.2402
H -3.3575 0.8080 -1.4098
H -2.6284 -0.8162 -1.8059
H -3.9603 -1.8598 0.1040
H -4.9075 -1.1637 -1.2047
H 2.3670 1.6871 2.6259
I 0.1740 0.0470 -3.2443



(6)
22
Properties=species:S:1:pos:R:3 method="wB97M-V/def2-TZVPD" smiles="C[C@H](O)COC(N)(C(=O)[O-])C(=O)[O-]" multiplicity=1 charge=-2 homo_lumo_gap_ev=5.7
C -2.1801 -1.0540 0.1064
C -1.1679 -0.9595 -1.1565
O -1.5070 -1.9674 -2.1818
C 0.3787 -1.0931 -0.6705
O 0.5787 -0.6781 0.6945
C 1.1388 0.6464 0.7822
N 2.6189 0.7038 0.5487
C 0.9453 1.1075 2.3479
O 1.3691 0.2514 3.2119
O 0.4139 2.3293 2.6896
C 0.3994 1.7490 -0.1325
O 0.9810 2.4075 -1.0852
O -0.9677 2.0066 0.0399
H -1.8396 -1.9757 0.7071
H -2.1608 -0.1133 0.7556
H -3.2472 -1.2152 -0.3102
H -1.2604 0.0609 -1.6607
H -1.9719 -1.4389 -2.8632
H 0.5927 -2.2345 -0.6931
H 1.1155 -0.6308 -1.4202
H 2.8609 0.4100 -0.4083
H 2.9097 1.6883 0.6984